No. 1
{
  "formula": "C5H15ClN5O",
  "method": "the ωB97M-V functional and the def2-TZVPD basis",
  "spin_multiplicity": 3,
  "homo_lumo_gap_ev": [6.6386, 6.0990],
  "e_tot_ha": -1008.2321,
  "total_charge": 1,
  "elements": ["C", "C", "C", "C", "C", "N", "N", "N", "N", "N", "O", "Cl", "H", "H", "H", "H", "H", "H", "H", "H", "H", "H", "H", "H", "H", "H", "H"],
  "coordinates": [[-0.408, -0.993, -0.827], [-2.676, 0.053, 0.417], [1.764, 0.814, -1.233], [2.161, -0.623, 2.502], [-0.404, 0.478, -0.291], [-1.216, 0.026, -2.885], [-1.474, 0.877, 0.346], [0.567, 1.251, -0.524], [-0.642, -0.924, -2.193], [0.846, 0.013, 2.736], [-0.120, -1.956, -0.106], [-0.335, -2.540, -2.973], [-3.143, 0.223, -0.500], [-2.382, -0.921, 0.549], [-3.449, 0.385, 1.091], [1.584, 0.465, -2.274], [2.243, 1.751, -1.585], [2.377, 0.352, -0.443], [2.843, 0.036, 2.043], [2.637, -1.101, 3.401], [2.123, -1.520, 1.820], [-2.244, -0.021, -2.914], [-0.644, 0.470, -3.609], [-1.392, 1.777, 0.863], [0.601, 2.075, 0.094], [0.044, -0.672, 2.725], [0.737, 0.225, 3.771]],
  "forces_ev_per_a": [[0.7628, 0.7465, 1.4470], [-0.0652, 2.2261, 0.0255], [0.8804, 2.3033, -0.2667], [-0.4405, -2.8631, 0.5416], [-2.6455, -2.4513, 0.6740], [-1.1637, 2.8758, 0.0125], [0.2038, 1.2970, 1.6593], [1.7790, 1.7280, -0.0138], [0.0840, -0.5534, 2.8726], [-1.5951, -0.6910, 1.9904], [-0.9447, 2.5964, -2.2489], [1.1749, -4.6124, -2.6698], [-0.9637, -0.3806, -1.8445], [0.1795, -2.3739, 0.5276], [0.4600, 0.1584, 0.9064], [-0.1760, -1.1312, 1.3086], [0.1920, -0.2583, 0.8700], [0.2651, -0.6059, -1.3347], [0.7780, 1.0805, -0.2514], [-0.4276, 0.8640, -0.5112], [-0.5131, 0.9813, 0.3604], [0.9593, 0.3058, -0.4491], [-0.8497, -0.6120, 0.1202], [-0.4527, -1.0147, -0.6070], [0.3545, -0.2974, -0.8276], [1.4059, 0.4117, -0.6978], [0.7583, 0.2706, -1.5935]]
}

No. 2
{
  "formula": "C5H15N",
  "method": "the ωB97M-V functional and the def2-TZVPD basis",
  "spin_multiplicity": 1,
  "homo_lumo_gap_ev": 8.7695,
  "e_tot_ha": -254.1786,
  "elements": ["C", "C", "C", "C", "H", "H", "H", "H", "H", "H", "H", "H", "H", "H", "C", "N", "H", "H", "H", "H", "H"],
  "coordinates": [[0.823, 0.180, -0.057], [0.947, 0.574, 1.416], [1.734, -1.017, -0.322], [1.272, 1.351, -0.931], [-1.801, 0.839, 0.143], [0.256, 1.386, 1.653], [1.729, -1.316, -1.372], [1.265, 1.085, -1.990], [0.592, 2.198, -0.814], [0.682, -0.258, 2.073], [1.969, 0.888, 1.668], [2.778, -0.772, -0.082], [1.473, -1.877, 0.298], [2.292, 1.674, -0.682], [-2.732, -1.029, 0.207], [-2.072, 0.073, -0.497], [-1.999, 0.021, -1.514], [-0.498, -0.118, -0.390], [-3.577, -0.640, 0.774], [-3.090, -1.766, -0.510], [-2.041, -1.478, 0.928]],
  "forces_ev_per_a": [[-2.0156, -0.8626, -0.8188], [-0.5363, -0.1955, -0.2016], [0.0937, 0.0609, 0.0303], [-0.3242, -0.1493, -0.0407], [-0.4990, -0.4344, -1.7343], [0.0999, 0.2009, 0.1053], [-0.1293, -0.0799, -0.0102], [0.0204, -0.0464, -0.0437], [0.1033, 0.1719, 0.0451], [0.0584, -0.0577, 0.0172], [-0.1247, 0.0360, -0.0694], [-0.0313, 0.0624, 0.0210], [-0.0972, -0.0497, -0.0760], [-0.1058, 0.0198, 0.0382], [0.1891, 0.7394, -0.1690], [-1.0608, -0.3322, 0.7094], [-0.1162, 0.8288, 0.9688], [4.6392, 0.6004, 1.2317], [-0.2248, -0.1945, -0.0021], [0.0721, -0.0547, 0.1526], [-0.0111, -0.2636, -0.1537]]
}

No. 3
{
  "formula": "C5H15N2",
  "method": "the ωB97M-V functional and the def2-TZVPD basis",
  "spin_multiplicity": 2,
  "homo_lumo_gap_ev": [3.3875, 11.0435],
  "e_tot_ha": -308.8505,
  "elements": ["N", "C", "C", "C", "N", "C", "C", "H", "H", "H", "H", "H", "H", "H", "H", "H", "H", "H", "H", "H", "H", "H"],
  "coordinates": [[0.068, -1.490, -0.929], [-0.132, -0.122, -1.395], [-1.285, 0.024, -2.358], [-0.352, 0.851, -0.148], [0.299, 0.202, 1.043], [-0.435, 0.220, 2.306], [1.787, 0.340, 1.153], [0.352, -0.825, 0.638], [0.924, -1.929, -1.293], [-0.723, -2.118, -1.020], [0.851, 0.226, -1.747], [-1.488, 1.075, -2.571], [-2.147, -0.432, -1.877], [-1.063, -0.492, -3.293], [-1.415, 0.844, 0.104], [0.019, 1.874, -0.229], [-0.398, 1.195, 2.791], [0.092, -0.465, 2.972], [-1.487, -0.002, 2.110], [2.256, 1.009, 0.440], [2.006, 0.661, 2.183], [2.272, -0.645, 1.120]],
  "forces_ev_per_a": [[0.4974, 0.1666, 0.2214], [0.8053, 0.9280, 1.0117], [0.4420, 0.1150, -0.1277], [-0.3905, -1.2295, 0.7319], [1.1966, -1.3469, -1.8511], [0.1991, 0.4205, 0.3806], [0.4137, 0.4209, 1.7292], [-1.1729, 0.5041, 0.4409], [-0.2922, 0.0885, 0.0528], [-0.0431, 0.1222, -0.0447], [-0.3903, -0.2830, -0.6423], [-0.0893, -0.0056, -0.0240], [-0.2667, 0.0580, -0.1931], [-0.1216, -0.0052, 0.0327], [-0.0081, 0.2814, -0.1243], [-0.0032, -0.1155, -0.3936], [0.1609, 0.2379, -0.2800], [-0.5187, -0.2944, 0.0091], [0.2042, -0.4630, 0.1549], [-0.3416, 0.1324, -0.1784], [-0.0006, 0.3857, -0.4332], [-0.2803, -0.1180, -0.4728]]
}

No. 4
{
  "formula": "C5H15N2",
  "method": "the ωB97M-V functional and the def2-TZVPD basis",
  "spin_multiplicity": 1,
  "homo_lumo_gap_ev": 8.9081,
  "e_tot_ha": -308.7365,
  "total_charge": 1,
  "elements": ["C", "N", "C", "C", "N", "C", "C", "H", "H", "H", "H", "H", "H", "H", "H", "H", "H", "H", "H", "H", "H", "H"],
  "coordinates": [[-0.119, 0.530, 0.957], [0.787, 1.581, 0.679], [0.830, 2.666, 1.680], [-0.573, -0.262, -0.270], [-1.890, -1.039, -0.166], [0.574, -1.580, -2.111], [0.580, -1.291, -0.616], [-1.015, 1.045, 1.313], [0.217, -0.185, 1.749], [1.745, 1.344, 0.472], [-0.117, 3.200, 1.590], [0.879, 2.237, 2.683], [1.685, 3.316, 1.595], [-0.714, 0.298, -1.191], [-1.786, -1.923, -0.682], [-2.192, -1.243, 0.781], [-2.616, -0.657, -0.777], [1.175, -2.489, -2.222], [-0.386, -1.803, -2.569], [1.028, -0.801, -2.727], [1.501, -0.837, -0.268], [0.407, -2.106, 0.099]],
  "forces_ev_per_a": [[-1.6629, -0.1009, 0.7720], [1.2668, 1.1510, -0.7422], [-1.2254, -1.0484, 0.2866], [2.2771, -0.8585, -1.0795], [0.3728, -0.5356, -1.1217], [1.1021, -1.3406, 0.2270], [-1.9944, 1.3504, 0.4086], [-0.0938, -0.0467, 0.5095], [-0.2535, 0.2284, -0.3382], [-0.1200, -0.6555, -0.1355], [0.2712, 0.3695, 0.1567], [-0.0313, 0.0566, 0.2779], [0.1363, 0.1553, -0.5620], [0.0215, 0.7739, 0.4030], [0.5371, -0.2777, 0.6414], [-0.3109, 0.1088, 0.1372], [-0.2943, 0.8470, 0.9036], [-0.0503, 0.1679, -0.4903], [-0.4110, -0.0373, 0.2429], [0.0046, 0.1038, 0.3787], [0.2505, 0.0756, -0.2809], [0.2079, -0.4872, -0.5949]]
}

No. 5
{
  "formula": "C5H15N2",
  "method": "the ωB97M-V functional and the def2-TZVPD basis",
  "spin_multiplicity": 1,
  "homo_lumo_gap_ev": 8.9915,
  "e_tot_ha": -308.7421,
  "total_charge": 1,
  "elements": ["C", "C", "C", "C", "C", "N", "N", "H", "H", "H", "H", "H", "H", "H", "H", "H", "H", "H", "H", "H", "H", "H"],
  "coordinates": [[1.483, 0.764, -0.486], [0.400, -0.058, -1.056], [-0.156, -1.176, -0.143], [-0.693, -0.664, 1.218], [-1.677, 0.513, 1.128], [-2.405, 0.587, -0.201], [2.786, -0.109, -0.368], [1.821, 1.568, -1.146], [1.306, 1.217, 0.492], [-0.453, 0.531, -1.403], [0.661, -0.523, -2.017], [0.531, -2.000, 0.018], [-1.106, -1.343, -0.653], [-1.355, -1.362, 1.729], [0.153, -0.327, 1.842], [-1.280, 1.527, 1.128], [-2.400, 0.493, 1.943], [-2.571, 1.571, -0.351], [-3.261, 0.047, -0.217], [3.022, -0.385, -1.320], [3.611, 0.285, 0.082], [2.513, -0.924, 0.175]],
  "forces_ev_per_a": [[1.8789, 1.1599, -0.1909], [-0.6335, -1.2033, -0.3998], [-1.4489, 1.7884, 0.4638], [0.1694, 1.1462, 0.0793], [-0.9951, 1.0743, -1.9081], [0.6382, -0.5346, 0.8813], [-1.1323, 0.0445, 0.1440], [-0.2994, 0.0124, 0.0128], [-0.0943, -0.3766, -0.0331], [0.1436, 0.4430, 0.6594], [0.6205, 0.0052, 0.1552], [-0.2973, -0.4516, -0.3412], [0.3949, -1.3547, -0.3009], [1.0063, -0.8724, 0.0194], [-0.4491, -0.4677, 0.3201], [0.8623, -0.1757, 0.5870], [0.1833, -0.1722, 0.1785], [-0.6434, -0.1490, -0.2897], [-0.0660, 0.3236, 0.0234], [0.1569, -0.2662, 0.0720], [-0.1700, 0.4377, -0.0352], [0.1751, -0.4112, -0.0973]]
}